1.
Density functional theory data (ωB97M-V/def2-TZVPD) for a structure of composition C4H16F3O8Y2.

For the HOMO energy, the calculation gives -18.15 eV. Its LUMO energy is -13.3474 eV. Its orbital gap is 4.8 eV. As for the charge: +3. For the energy relative to the best compared isomer or geometry (same formula, charge and spin), the calculation gives 67.8 kJ/mol. For the molar mass, the calculation gives 426.97 Da.

Structure (XYZ):
```
33
Properties=species:S:1:pos:R:3:lowdin_charge:R:1
Y 3.2138 0.3473 -2.6189 2.126
Y 2.1960 -1.1337 0.6905 1.893
O 3.7234 -1.1311 -0.9741 -0.510
H 4.5765 -1.4420 -0.6296 0.051
O 1.5337 0.3476 -0.9744 -0.464
H 0.6249 0.1243 -1.2333 0.017
C -0.9929 -1.5140 1.8750 -0.383
O -1.2738 -0.2975 1.1607 -0.166
O 0.1395 -2.0539 1.3674 -0.249
C -0.9775 -1.2488 3.4172 -0.565
F -1.7875 -2.0975 4.0224 0.202
F 0.2694 -1.3853 3.9010 0.136
F -1.3909 -0.0017 3.6796 0.164
C -2.3555 -0.3666 0.2211 -0.211
C -2.5022 1.0706 -0.2832 -0.031
H -2.4364 1.7021 0.6017 0.094
H -1.6431 1.3410 -0.9122 0.038
H -3.4049 1.2978 -0.8439 0.099
H -3.2847 -0.7522 0.6408 0.141
H -2.0969 -1.0494 -0.5965 0.119
H -1.8354 -2.1943 1.7014 0.169
O 0.2394 3.1065 -1.6390 -0.012
H 0.4380 3.6376 -0.8538 0.106
H 0.1763 2.2030 -1.3081 0.004
O 1.2506 0.7286 1.8996 -0.095
H 1.3568 1.4999 2.4823 0.125
H 0.2757 0.6414 1.7553 0.060
O 0.8406 -2.3033 -1.5995 -0.081
H 0.7587 -3.2595 -1.4332 0.099
H 0.5264 -2.1967 -2.5085 0.076
O 1.6072 1.9147 -3.5731 -0.129
H 1.0410 2.5010 -2.9763 0.052
H 1.1940 1.9641 -4.4584 0.124
```

***

2.
Density functional theory data (ωB97M-V/def2-TZVPD) for a structure of composition C5H10N2O3.

For the HOMO energy, the calculation gives -9.89 eV. Its LUMO energy is 0.2948 eV. Its orbital gap is 10.2 eV. As for the charge: 0. For the energy relative to the best compared isomer or geometry (same formula, charge and spin), the calculation gives 593.3 kJ/mol. For the molar mass, the calculation gives 146.15 Da.

Structure (XYZ):
```
20
Properties=species:S:1:pos:R:3:lowdin_charge:R:1
C -1.1114 0.3230 -0.1509 -0.333
C -2.4778 -0.2641 -0.3872 -0.319
C -0.2453 -0.8435 0.3585 -0.111
C 1.2545 -0.7660 0.9077 -0.182
C 1.8485 0.1652 -0.0735 -0.570
H -0.5902 2.2672 0.5857 0.096
H -1.3819 1.1415 1.5512 0.051
H -0.8664 0.6363 -1.1317 0.127
H 0.1930 -1.1784 -0.9572 0.216
H -0.6696 -1.9612 0.8524 0.191
H 1.9099 -1.7538 0.8283 0.133
H 1.6461 -0.4308 2.0550 0.178
H 3.3344 0.4415 -1.6835 0.211
H 3.3085 -1.1750 -0.7755 0.088
H -2.9904 1.6462 -0.6478 0.170
N -1.3794 1.5922 0.6931 0.072
N 2.6831 -0.3942 -1.0920 0.059
O -2.7501 -1.5806 -0.1063 -0.056
O 1.7552 1.4480 -0.1155 -0.037
O -3.4708 0.6867 -0.7109 0.018
```

***

3.
Density functional theory data (ωB97M-V/def2-TZVPD) for a structure of composition C26H20BrN4O5W.

For the HOMO energy, the calculation gives -16.19 eV. Its LUMO energy is -11.5300 eV. Its orbital gap is 4.7 eV. As for the charge: +3. For the energy relative to the best compared isomer or geometry (same formula, charge and spin), the calculation gives 2.6 kJ/mol. For the molar mass, the calculation gives 732.21 Da.

Structure (XYZ):
```
57
Properties=species:S:1:pos:R:3:lowdin_charge:R:1
W -0.8073 0.7104 0.1738 1.945
O 4.7623 1.4111 0.0905 0.141
C 4.4221 0.6726 -0.9595 -0.225
C 5.4527 0.2841 -1.8194 0.037
C 5.1768 -0.4763 -2.9274 0.003
C 3.8624 -0.8859 -3.2319 -0.043
C 2.8421 -0.5190 -2.4074 -0.021
C 3.0929 0.2655 -1.2496 -0.085
C 2.0250 0.6371 -0.3981 -0.291
O 0.7431 0.2217 -0.7267 -0.209
N 2.0753 1.3314 0.6876 0.100
N 0.8247 1.4506 1.2642 -0.099
C 0.8400 2.1100 2.4162 0.065
C -0.2582 2.3372 3.2598 -0.121
C -0.1236 3.0856 4.4463 0.048
C -1.2173 3.2572 5.2647 0.007
C -2.4466 2.6844 4.9232 0.035
C -2.6106 1.9333 3.7614 0.051
C -1.5126 1.7839 2.9497 -0.226
O -1.5853 1.0839 1.7855 -0.251
H 3.9975 1.6570 0.6309 0.089
H 6.4586 0.6036 -1.5839 0.144
H 5.9875 -0.7647 -3.5835 0.133
H 3.6733 -1.4796 -4.1144 0.121
H 1.8260 -0.8175 -2.6304 0.107
H 1.8169 2.4799 2.7116 0.169
H 0.8349 3.5214 4.6989 0.144
H -1.1290 3.8333 6.1752 0.139
H -3.2976 2.8267 5.5768 0.141
H -3.5622 1.4908 3.5023 0.138
O -1.3965 3.7464 -2.3168 0.284
C -1.4831 2.6490 -1.9310 -0.388
O -1.2617 2.3430 -0.5523 -0.179
C -1.7289 1.3817 -2.6568 -0.172
C -2.0670 1.3754 -3.9902 0.083
C -2.2281 0.1431 -4.6158 0.048
C -2.0194 -1.0098 -3.8754 0.028
C -1.6750 -0.9135 -2.5379 -0.083
N -1.5493 0.2691 -1.9206 -0.052
H -2.1905 2.3153 -4.5124 0.156
H -2.5008 0.0895 -5.6617 0.146
H -2.1200 -1.9885 -4.3240 0.139
H -1.4975 -1.8048 -1.9538 0.121
C 0.2855 -4.6372 1.1766 0.000
C -0.7775 -3.6020 0.9554 -0.197
C -2.1419 -3.8984 1.0264 0.073
C -3.1027 -2.9202 0.8063 -0.026
C -2.6777 -1.6441 0.5227 -0.695
Br -3.8877 -0.2442 0.1953 0.988
N -1.3701 -1.3267 0.4460 -0.163
C -0.4396 -2.2951 0.6570 -0.033
H -0.1504 -5.5799 1.4978 0.101
H 0.9937 -4.3119 1.9386 0.105
H 0.8435 -4.8191 0.2571 0.107
H -2.4590 -4.9092 1.2543 0.152
H -4.1598 -3.1426 0.8564 0.137
H 0.5977 -1.9947 0.5729 0.138
```

***

4.
Density functional theory data (ωB97M-V/def2-TZVPD) for a structure of composition C16H14I2N4O2RuS6Sb.

For the HOMO energy, the calculation gives -4.85 eV. Its LUMO energy is 0.7831 eV. Its orbital gap is 5.6 eV. As for the charge: -1. For the energy relative to the best compared isomer or geometry (same formula, charge and spin), the calculation gives 0.0 kJ/mol. For the molar mass, the calculation gives 963.35 Da.

Structure (XYZ):
```
46
Properties=species:S:1:pos:R:3:lowdin_charge:R:1
Ru -1.8608 1.8151 -0.6512 0.348
S -4.0939 3.6489 2.6240 -0.312
Sb -3.4088 4.6480 0.7148 0.232
S -2.8305 0.4296 0.6791 0.191
S -3.8887 2.9369 -1.0665 -0.307
S -1.2019 3.4204 0.6047 0.003
N 0.1586 -5.2306 -3.5091 0.092
C 0.0785 -3.8623 -3.2766 -0.319
C 0.8356 -2.9699 -4.0368 -0.028
C 0.7892 -1.6134 -3.7721 -0.047
C -0.0134 -1.1432 -2.7472 -0.295
C -0.7705 -2.0192 -1.9786 -0.052
C -0.7243 -3.3718 -2.2410 -0.020
S -0.0781 0.5729 -2.4004 0.630
O -1.5382 0.9727 -2.5182 -0.515
O 0.8033 1.2456 -3.2977 -0.263
N 0.0645 0.8050 -0.8405 -0.240
C 1.2750 0.7170 -0.1982 -0.464
N 2.2981 0.1351 -0.8353 0.134
C 3.4323 0.0456 -0.1541 -0.134
C 3.5664 0.5050 1.1443 -0.065
C 2.4307 1.0648 1.7107 -0.127
N 1.2868 1.1795 1.0556 0.132
H 0.4555 -5.4949 -4.4336 0.085
H -0.6261 -5.7702 -3.1838 0.086
H 1.4650 -3.3458 -4.8345 0.109
H 1.3758 -0.9098 -4.3468 0.116
H -1.3873 -1.6355 -1.1765 0.065
H -1.3088 -4.0600 -1.6421 0.113
H 4.2659 -0.4167 -0.6735 0.105
H 4.4990 0.4291 1.6839 0.091
H 2.4306 1.4358 2.7311 0.109
S -1.4841 -0.8652 1.5312 0.523
C -0.8967 -0.0362 2.9811 -0.610
C 0.1249 -0.6839 3.6739 -0.150
C 0.6558 -0.1053 4.8138 -0.114
C 0.1821 1.1234 5.2608 -0.105
C -0.8324 1.7596 4.5616 -0.073
C -1.3817 1.1846 3.4231 -0.149
H 0.5103 -1.6298 3.3103 0.099
H 1.4482 -0.6127 5.3510 0.096
H 0.6043 1.5793 6.1475 0.094
H -1.2127 2.7188 4.8907 0.105
H -2.1743 1.7014 2.8948 -0.025
I -2.4630 4.2117 -2.9859 0.106
I -0.8602 5.4906 -4.9876 -0.253
```